The following is a quantum chemistry calculation of a molecular structure, C25H46Br2N2O6PS at a distorted geometry, from the Open Molecules 2025 dataset.

Results
max |F|	4.20	eV/Å
Kohn-Sham gap	7.0	eV
total charge	+1
2S+1	1
E_tot	-202135.3328	eV

Geometry as XYZ:
```
83
C25H46Br2N2O6PS, DFT ωB97M-V/def2-TZVPD
C 3.46177 4.59650 2.57425
C 2.67987 3.24434 2.74075
S 2.92644 2.08424 1.29565
C 1.25893 2.00611 0.43858
C 0.53056 0.68367 0.89159
C -0.94980 0.83827 1.42037
O -2.00440 0.51229 0.52110
C -1.72004 0.68121 -0.87365
C -3.10472 0.32956 -1.59834
C -4.35934 0.38515 -0.60580
C -4.65117 -0.99524 0.09882
C -6.12028 -1.13008 0.65398
N -6.21677 -1.68830 2.00684
C -7.42745 -2.12451 2.55954
C -7.27317 -2.59228 3.91784
C -5.80589 -2.44719 4.20903
C -5.25389 -1.90720 2.99007
C -1.53307 2.22106 -1.28163
Br -1.82484 3.69704 -0.00910
C -1.22040 2.63055 -2.55186
C -1.04958 1.66726 -3.74988
Br -1.01003 4.53891 -2.99197
C -0.49995 -0.24758 -1.22988
C -0.86676 -1.75915 -1.63981
P -0.87012 -2.06236 -3.50806
O -0.59802 -3.52090 -3.66308
O -2.33716 -1.74481 -4.20975
O 0.33113 -1.21204 -4.29466
N 0.51528 -0.42892 -0.09716
C 1.86223 -0.86909 -0.58023
C 2.36778 -2.21901 0.12100
C 3.67897 -2.02101 0.99942
C 4.92292 -2.46768 0.13551
O 5.21073 -3.84539 0.46114
C 6.64219 -4.02067 0.21954
H 3.34584 5.19091 3.52697
H 4.55501 4.38851 2.44420
H 3.11015 5.23607 1.72716
H 1.57338 3.39327 2.86322
H 3.07949 2.71672 3.64598
H 0.75270 2.94552 0.79537
H 1.47503 2.04602 -0.66798
H 1.12851 0.29959 1.77078
H -1.01955 1.86360 1.88953
H -1.04594 0.13230 2.30088
H -3.16815 -0.66590 -2.09146
H -3.37181 1.07744 -2.39689
H -5.24139 0.55891 -1.29664
H -4.34188 1.26725 0.07883
H -4.51832 -1.79172 -0.68316
H -3.85160 -1.17212 0.86884
H -6.72613 -1.71910 -0.08019
H -6.55064 -0.08542 0.70428
H -8.41333 -2.12269 2.04918
H -8.05262 -2.97286 4.60922
H -5.27337 -2.70222 5.14817
H -4.16702 -1.68427 2.86318
H -1.48525 2.18603 -4.65470
H -1.58057 0.69087 -3.66143
H 0.03994 1.51427 -4.00325
H 0.14802 0.12156 -2.07717
H -0.15856 -2.52718 -1.24262
H -1.87150 -2.01408 -1.18878
H -2.13454 -1.16743 -4.98154
H 1.17960 -1.35025 -3.82654
H 0.13573 -1.23973 0.42340
H 2.68097 -0.12547 -0.43114
H 1.87320 -1.11563 -1.68080
H 1.57966 -2.71708 0.74541
H 2.64117 -2.96468 -0.68114
H 3.73920 -0.97370 1.38882
H 3.58614 -2.74424 1.86004
H 5.79984 -1.78920 0.31977
H 4.69671 -2.44120 -0.97324
H 7.17619 -3.38298 0.97853
H 6.83486 -3.63901 -0.82323
H 6.85762 -5.10958 0.33199
C 5.60326 3.81008 -0.40378
O 6.67162 3.84031 0.53341
H 5.18276 2.80706 -0.42063
H 4.82895 4.52071 -0.10376
H 5.97589 4.06243 -1.40018
H 7.02878 4.73553 0.53288
```

Löwdin population analysis, charges in e, atoms 1 to 4: -0.161, -0.483, 0.842, -0.394